Record 1
222
Properties=species:S:1:pos:R:3 method="wB97M-V/def2-TZVPD" smiles=COC[C@H](C)N.COC[C@H](C)N.COC[C@H](C)N.COC[C@H](C)N.COC[C@H](C)N.COC[C@H](C)N.COCCNCCOC.COCCNCCOC.COCCNCCOC.COCCNCCOC.COCCNCCOC gap_ev=9.041 energy_ev=-107415.80638
C 4.057 -0.907 9.655
O 2.754 -0.818 10.019
C 2.182 -2.138 10.488
C 1.044 -2.178 11.431
C 0.744 -3.618 11.763
N -0.076 -1.499 10.911
H 4.045 -1.626 8.836
H 4.727 -1.087 10.495
H 4.473 0.045 9.324
H 1.914 -2.558 9.518
H 3.001 -2.740 10.881
H 1.393 -1.684 12.338
H 0.251 -4.176 10.967
H -0.054 -3.608 12.505
H 1.549 -4.167 12.253
H -0.303 -1.735 9.956
H 0.209 -0.584 10.591
C -0.558 -5.528 -12.700
O -1.983 -5.327 -12.706
C -2.572 -5.013 -11.434
C -2.697 -6.238 -10.483
C -3.838 -7.203 -10.693
N -2.642 -5.871 -9.111
H -0.209 -5.623 -13.729
H -0.169 -6.358 -12.110
H -0.126 -4.576 -12.393
H -1.824 -4.403 -10.926
H -3.520 -4.483 -11.519
H -1.775 -6.778 -10.698
H -4.807 -6.795 -10.405
H -3.598 -7.952 -9.938
H -3.883 -7.631 -11.695
H -1.926 -5.239 -8.779
H -2.384 -6.775 -8.742
C -9.301 1.341 -6.727
O -10.596 1.471 -7.263
C -11.299 0.246 -7.346
C -12.804 0.465 -6.983
C -13.074 0.773 -5.535
N -13.541 -0.782 -7.248
H -9.208 2.064 -5.917
H -8.437 1.472 -7.380
H -9.090 0.343 -6.342
H -11.226 -0.273 -8.302
H -10.992 -0.454 -6.569
H -13.177 1.274 -7.611
H -12.569 1.635 -5.099
H -12.665 -0.068 -4.976
H -14.114 1.030 -5.335
H -14.521 -0.702 -7.013
H -13.188 -1.401 -6.532
C 5.429 1.592 -8.500
O 4.928 2.883 -8.081
C 4.823 3.984 -9.050
C 4.160 3.597 -10.420
C 4.276 4.597 -11.607
N 2.727 3.219 -10.253
H 4.915 0.895 -9.162
H 5.475 1.018 -7.575
H 6.494 1.618 -8.733
H 4.136 4.735 -8.657
H 5.824 4.416 -9.049
H 4.637 2.716 -10.850
H 4.003 5.595 -11.264
H 3.576 4.351 -12.405
H 5.315 4.637 -11.936
H 2.701 2.308 -9.818
H 2.380 3.862 -9.555
C 1.967 13.217 -2.934
O 1.261 12.724 -4.068
C 1.900 11.757 -4.873
C 1.901 10.306 -4.287
C 0.419 9.974 -3.806
N 2.952 10.109 -3.264
H 1.488 14.057 -2.432
H 2.944 13.458 -3.354
H 2.192 12.605 -2.061
H 1.194 11.878 -5.694
H 2.929 12.036 -5.103
H 2.074 9.613 -5.109
H 0.056 10.543 -2.951
H 0.382 8.986 -3.349
H -0.439 10.035 -4.476
H 2.807 10.759 -2.504
H 3.862 10.407 -3.585
C -7.765 -7.125 6.375
O -6.840 -6.121 6.627
C -6.647 -4.930 5.828
C -5.971 -3.817 6.671
C -5.855 -2.500 6.110
N -4.589 -4.331 6.949
H -7.675 -7.931 7.103
H -7.672 -7.681 5.441
H -8.726 -6.612 6.356
H -6.067 -5.130 4.927
H -7.609 -4.459 5.631
H -6.344 -3.635 7.678
H -6.761 -1.894 6.089
H -5.415 -2.559 5.114
H -5.188 -1.866 6.694
H -4.224 -5.028 6.315
H -4.854 -4.985 7.672
C -1.377 3.478 -4.708
O -1.511 2.137 -5.073
C -1.563 1.251 -3.990
C -0.145 1.077 -3.279
N -0.075 1.731 -2.053
C 1.204 1.366 -1.354
C 1.291 1.878 0.098
O 0.252 1.383 0.894
C 0.264 1.850 2.267
H -0.353 3.810 -4.536
H -1.850 3.625 -3.737
H -1.873 4.183 -5.375
H -1.849 0.340 -4.515
H -2.441 1.529 -3.407
H 0.713 1.294 -3.914
H -0.083 0.019 -3.023
H -0.849 1.507 -1.443
H 1.979 1.929 -1.875
H 1.451 0.305 -1.391
H 1.312 2.968 0.111
H 2.158 1.445 0.598
H -0.675 1.690 2.797
H 0.314 2.938 2.224
H 1.068 1.408 2.857
C 3.547 -7.680 4.483
O 2.754 -6.910 3.651
C 1.727 -6.025 4.171
C 0.394 -6.613 4.074
N 0.237 -7.686 5.053
C -0.839 -8.668 4.921
C -1.150 -9.492 6.195
O -0.336 -10.607 6.518
C 0.875 -10.219 7.180
H 4.161 -8.222 3.764
H 2.989 -8.418 5.061
H 4.138 -7.018 5.115
H 1.760 -5.112 3.576
H 2.066 -5.655 5.139
H 0.196 -6.981 3.067
H -0.295 -5.776 4.184
H 1.100 -8.210 5.039
H -0.657 -9.270 4.031
H -1.754 -8.131 4.670
H -2.156 -9.907 6.129
H -1.161 -8.755 6.999
H 1.551 -9.669 6.526
H 1.449 -11.055 7.578
H 0.720 -9.562 8.036
C 10.518 -3.579 -1.274
O 9.253 -3.179 -0.739
C 9.333 -2.325 0.398
C 9.619 -2.919 1.738
N 9.479 -2.025 2.931
C 10.635 -1.967 3.857
C 10.984 -3.180 4.780
O 9.885 -3.108 5.726
C 10.154 -3.911 6.900
H 10.988 -4.327 -0.635
H 11.087 -2.744 -1.683
H 10.314 -4.217 -2.134
H 8.331 -1.896 0.394
H 10.044 -1.507 0.279
H 10.636 -3.296 1.849
H 8.994 -3.801 1.883
H 8.807 -2.585 3.437
H 10.480 -1.187 4.603
H 11.485 -1.495 3.364
H 11.952 -3.084 5.271
H 10.809 -4.159 4.333
H 9.386 -4.684 6.896
H 10.265 -3.276 7.779
H 11.112 -4.429 6.861
C 6.770 9.071 2.048
O 7.848 8.454 1.433
C 7.761 6.993 1.310
C 9.114 6.484 0.776
N 9.714 7.364 -0.209
C 8.965 7.131 -1.404
C 9.259 8.103 -2.532
O 8.738 9.374 -2.359
C 9.573 10.413 -1.764
H 7.011 10.090 2.350
H 6.326 8.477 2.847
H 5.955 9.121 1.327
H 6.903 6.722 0.694
H 7.779 6.613 2.331
H 9.104 5.451 0.428
H 9.770 6.573 1.642
H 9.515 8.335 -0.019
H 7.883 7.080 -1.280
H 9.341 6.175 -1.768
H 8.569 7.657 -3.248
H 10.274 8.056 -2.926
H 9.756 10.099 -0.736
H 9.104 11.394 -1.849
H 10.596 10.328 -2.129
C -11.324 -2.057 7.629
O -11.545 -2.004 6.258
C -12.353 -0.905 5.748
C -12.425 -0.962 4.283
N -11.280 -0.240 3.706
C -11.406 -0.074 2.261
C -10.233 0.769 1.900
O -9.132 0.015 1.703
C -7.899 0.575 1.820
H -12.218 -2.321 8.194
H -10.820 -1.175 8.026
H -10.695 -2.895 7.930
H -12.069 0.068 6.151
H -13.376 -1.193 5.990
H -13.318 -0.555 3.808
H -12.394 -2.040 4.125
H -10.506 -0.851 3.924
H -12.327 0.436 1.978
H -11.348 -1.010 1.707
H -10.120 1.545 2.657
H -10.453 1.257 0.951
H -7.219 -0.265 1.680
H -7.776 0.891 2.856
H -7.709 1.372 1.101


Record 2
240
Properties=species:S:1:pos:R:3 method="wB97M-V/def2-TZVPD" gap_ev=8.383 energy_ev=-135427.29491
C -0.971 -8.495 1.946
C -1.172 -7.030 2.169
O 0.074 -6.512 2.660
O 0.041 -8.783 1.058
H -1.884 -8.998 1.627
H -0.838 -9.042 2.880
H -1.921 -6.726 2.899
H -1.406 -6.527 1.230
H 0.111 -5.558 2.558
H 0.173 -9.709 1.276
C 2.979 -7.309 6.447
C 3.819 -8.018 5.486
O 3.787 -7.333 4.262
O 1.615 -7.418 6.273
H 3.272 -6.261 6.373
H 3.372 -7.733 7.371
H 3.614 -9.087 5.423
H 4.835 -8.065 5.880
H 2.885 -7.055 4.091
H 1.413 -7.011 5.427
C -3.561 3.542 6.248
C -3.723 2.346 5.326
O -3.980 1.173 6.063
O -4.791 4.099 6.633
H -2.916 4.330 5.858
H -3.031 3.263 7.159
H -2.802 2.109 4.795
H -4.500 2.449 4.568
H -3.855 0.456 5.437
H -5.290 3.598 7.282
C -5.576 -2.664 2.601
C -6.503 -1.521 2.216
O -6.332 -1.113 0.867
O -4.261 -2.172 2.425
H -5.813 -3.525 1.976
H -5.701 -2.891 3.660
H -6.293 -0.657 2.846
H -7.531 -1.793 2.458
H -6.538 -1.906 0.367
H -3.986 -2.014 1.519
C 6.676 1.467 14.957
C 6.215 -0.014 14.533
O 6.345 -0.300 13.148
O 8.030 1.503 15.105
H 6.216 1.755 15.902
H 6.331 2.248 14.279
H 5.161 -0.137 14.780
H 6.841 -0.706 15.097
H 7.255 -0.108 12.907
H 8.367 2.368 14.861
C -3.149 -3.714 8.391
C -4.591 -3.649 8.935
O -4.557 -3.593 10.370
O -2.650 -5.043 8.521
H -2.405 -3.043 8.820
H -3.235 -3.411 7.348
H -5.139 -4.563 8.702
H -5.118 -2.794 8.511
H -4.069 -4.328 10.749
H -1.816 -5.227 8.082
C 0.408 -3.928 14.354
C 1.527 -3.716 13.280
O 1.754 -2.332 13.193
O 0.345 -5.172 14.849
H -0.579 -3.725 13.937
H 0.525 -3.278 15.221
H 1.128 -4.027 12.315
H 2.463 -4.251 13.439
H 2.416 -2.133 12.527
H 0.263 -5.814 14.140
C 4.610 -4.377 -0.321
C 4.785 -3.656 -1.706
O 5.454 -2.477 -1.680
O 5.815 -5.051 0.038
H 3.795 -5.101 -0.347
H 4.422 -3.658 0.477
H 3.817 -3.603 -2.204
H 5.272 -4.364 -2.375
H 6.150 -2.550 -1.022
H 5.646 -5.571 0.827
C 1.716 6.657 5.027
C 2.027 5.228 4.471
O 1.037 4.277 4.947
O 2.157 6.833 6.344
H 0.635 6.780 4.962
H 2.241 7.393 4.417
H 3.063 4.944 4.655
H 1.978 5.315 3.385
H 1.303 4.066 5.845
H 1.632 7.567 6.674
C 3.421 2.604 9.510
C 4.679 2.835 8.695
O 5.056 4.229 8.444
O 2.313 2.909 8.731
H 3.336 3.378 10.273
H 3.364 1.626 9.988
H 4.590 2.263 7.771
H 5.495 2.367 9.245
H 4.259 4.701 8.194
H 1.596 2.623 9.301
C 7.156 -0.369 3.048
C 8.017 0.208 4.141
O 8.280 -0.870 5.057
O 7.935 -0.996 2.032
H 6.547 0.349 2.501
H 6.378 -1.035 3.422
H 7.358 0.922 4.636
H 8.809 0.898 3.848
H 8.990 -1.392 4.676
H 8.488 -1.642 2.475
C -3.101 -4.053 -3.212
C -2.206 -3.436 -4.281
O -2.785 -3.693 -5.603
O -3.331 -5.471 -3.504
H -4.043 -3.514 -3.109
H -2.624 -4.065 -2.232
H -1.200 -3.852 -4.229
H -2.113 -2.353 -4.196
H -2.940 -4.640 -5.606
H -2.529 -5.970 -3.332
C -7.485 7.176 -11.038
O -6.980 6.946 -9.674
C -7.514 5.708 -9.042
C -6.728 5.469 -7.785
N -5.342 5.020 -8.085
C -4.565 4.667 -6.904
C -3.078 4.337 -7.249
O -2.418 5.475 -7.801
C -1.101 5.297 -8.163
H -8.566 7.093 -10.922
H -7.168 6.346 -11.669
H -7.093 8.112 -11.436
H -7.597 4.821 -9.670
H -8.515 5.974 -8.701
H -7.187 4.720 -7.140
H -6.607 6.372 -7.185
H -4.880 5.777 -8.567
H -4.945 3.771 -6.413
H -4.436 5.468 -6.176
H -3.060 3.564 -8.018
H -2.577 4.093 -6.312
H -0.972 4.611 -9.000
H -0.391 5.097 -7.361
H -0.771 6.284 -8.487
C -7.751 -0.222 -6.121
O -8.673 0.522 -6.966
C -9.965 -0.079 -7.078
C -10.675 0.646 -8.171
N -10.124 0.274 -9.484
C -10.659 1.079 -10.577
C -10.021 0.806 -11.969
O -10.729 1.419 -13.025
C -11.849 0.802 -13.606
H -7.983 -0.080 -5.065
H -6.726 0.150 -6.105
H -7.760 -1.271 -6.417
H -10.502 0.052 -6.138
H -9.926 -1.151 -7.273
H -10.556 1.713 -7.987
H -11.747 0.446 -8.148
H -9.139 0.427 -9.320
H -10.571 2.136 -10.326
H -11.688 0.759 -10.740
H -9.892 -0.266 -12.122
H -8.973 1.107 -11.946
H -12.543 0.630 -12.783
H -11.596 -0.112 -14.144
H -12.247 1.584 -14.253
C 3.610 -2.018 6.947
O 2.233 -1.846 6.579
C 2.187 -1.653 5.153
C 0.688 -1.339 4.727
N 0.414 -1.684 3.306
C 0.857 -0.599 2.445
C 0.677 -0.961 0.927
O -0.688 -0.954 0.615
C -1.407 0.236 0.405
H 4.095 -1.065 6.737
H 4.073 -2.825 6.379
H 3.652 -2.186 8.023
H 2.471 -2.512 4.545
H 2.765 -0.815 4.763
H 0.487 -0.286 4.926
H 0.070 -1.940 5.394
H -0.590 -1.735 3.213
H 1.866 -0.229 2.630
H 0.225 0.230 2.764
H 1.171 -1.902 0.686
H 1.183 -0.193 0.341
H -1.318 0.776 1.347
H -2.452 0.059 0.150
H -1.070 0.807 -0.460
C 11.487 6.298 -3.020
O 10.248 5.905 -3.596
C 9.588 6.914 -4.390
C 8.137 6.429 -4.869
N 7.269 6.408 -3.687
C 5.868 6.252 -4.124
C 4.844 6.136 -2.967
O 3.561 5.950 -3.547
C 2.534 5.784 -2.568
H 11.431 7.312 -2.624
H 12.223 6.429 -3.813
H 11.775 5.597 -2.236
H 10.165 6.892 -5.314
H 9.579 7.923 -3.979
H 8.310 5.452 -5.321
H 7.826 7.126 -5.647
H 7.623 5.644 -3.130
H 5.759 5.379 -4.767
H 5.639 7.087 -4.786
H 4.891 7.022 -2.334
H 5.156 5.345 -2.285
H 2.714 5.069 -1.765
H 1.580 5.548 -3.039
H 2.359 6.725 -2.046
C 3.460 -4.999 -11.451
O 2.688 -3.920 -11.169
C 1.281 -4.208 -10.978
C 0.631 -3.212 -10.042
N 0.978 -1.830 -10.332
C 0.705 -1.009 -9.203
C 1.721 -0.982 -8.027
O 1.183 -0.118 -6.980
C 2.061 0.110 -5.862
H 4.419 -4.729 -11.893
H 3.040 -5.643 -12.224
H 3.718 -5.546 -10.544
H 1.007 -5.218 -10.675
H 0.812 -4.306 -11.957
H 0.879 -3.545 -9.034
H -0.451 -3.329 -10.114
H 1.947 -1.746 -10.607
H -0.237 -1.174 -8.682
H 0.613 -0.009 -9.626
H 2.681 -0.622 -8.399
H 1.822 -2.025 -7.726
H 1.622 0.726 -5.077
H 2.996 0.610 -6.115
H 2.404 -0.818 -5.404